# 1
Below is one molecule with the formula C3H4F2O, with properties calculated with ωB97M-V with the def2-TZVPD basis set.

Results
HOMO: -10.53 eV

```
10
Properties=species:S:1:pos:R:3:mulliken_charge:R:1
O 0.699 -1.687 0.570 -0.44
C 0.348 -0.672 0.130 0.74
C 0.526 0.730 0.830 -0.52
F 1.686 1.077 1.661 -0.30
C -0.641 -0.561 -1.010 -0.62
F -1.027 -1.778 -1.396 -0.26
H 0.591 1.712 0.254 0.31
H -0.497 1.007 1.320 0.30
H -0.361 -0.009 -1.724 0.47
H -1.324 0.182 -0.636 0.31
```



# 2
Below is a 2-piece molecular cluster, C3H4F2O overall, with properties calculated with ωB97M-V with the def2-TZVPD basis set.

Results
HOMO (spin up / spin down): -9.93 / -9.93 eV

```
10
Properties=species:S:1:pos:R:3:mulliken_charge:R:1
C -0.700 -1.243 0.418 -0.33
C 0.009 -0.163 -0.218 0.75
C 1.088 0.863 -0.303 -0.32
O -0.597 -0.911 -1.078 -0.27
F -1.911 1.197 0.197 -0.72
F 2.282 0.452 0.278 -0.24
H -0.262 -2.158 0.829 0.28
H -1.614 -0.929 1.022 0.27
H 0.608 1.817 0.216 0.31
H 1.098 1.075 -1.363 0.28
```



# 3
Below is a 2-piece molecular cluster, C3H4F2S overall, with properties calculated with ωB97M-V with the def2-TZVPD basis set.

Results
HOMO: -9.62 eV

```
10
Properties=species:S:1:pos:R:3:mulliken_charge:R:1
F 3.106 0.871 1.162 -0.14
C 2.357 0.154 0.368 0.50
F 2.185 0.836 -0.771 -0.15
S 1.910 -1.387 0.514 -0.21
C -1.548 0.496 0.009 -0.57
C -1.622 -0.794 -0.433 -0.51
H -1.864 0.924 0.916 0.29
H -1.200 1.255 -0.641 0.25
H -1.714 -1.528 0.341 0.30
H -1.608 -0.828 -1.465 0.25
```



# 4
Below is one molecule with the formula C3H4F2Si, with properties calculated with ωB97M-V with the def2-TZVPD basis set.

Results
HOMO: -11.04 eV

```
10
Properties=species:S:1:pos:R:3:mulliken_charge:R:1
C -0.486 2.572 0.285 0.31
C -0.653 1.377 0.240 -0.81
Si -0.721 -0.445 -0.124 0.59
C 0.960 -1.197 -0.038 -0.95
F -1.332 -0.719 -1.556 -0.25
F -1.747 -1.087 0.841 -0.22
H -0.117 3.463 0.601 0.42
H 1.612 -0.993 0.798 0.34
H 1.071 -2.272 -0.115 0.31
H 1.413 -0.700 -0.931 0.25
```



# 5
Below is a 2-piece molecular cluster, C3H4F3NO overall, with properties calculated with ωB97M-V with the def2-TZVPD basis set.

Results
HOMO: -9.14 eV

```
12
Properties=species:S:1:pos:R:3:mulliken_charge:R:1
C 0.253 0.081 1.405 -0.70
C 0.391 0.323 0.118 0.27
C 0.955 2.206 -0.842 0.70
N -0.918 -1.310 -0.802 -0.47
O 0.385 -0.631 -0.817 -0.26
F 0.641 1.950 -2.105 -0.18
F 0.077 3.076 -0.256 -0.19
F 2.260 2.449 -0.525 -0.18
H 0.128 -0.898 1.855 0.28
H 0.397 0.905 2.145 0.23
H -1.382 -0.772 -1.546 0.25
H -0.701 -2.244 -1.069 0.25
```



# 6
Below is a 2-piece molecular cluster, C3H4FN overall, with properties calculated with ωB97M-V with the def2-TZVPD basis set.

Results
HOMO: -11.23 eV

```
9
Properties=species:S:1:pos:R:3:mulliken_charge:R:1
C 0.183 -0.557 0.658 -0.26
C 0.377 0.281 -0.511 -0.31
C -0.894 0.662 -0.932 0.26
H -0.766 -1.142 0.355 0.24
H 0.909 -1.644 0.868 0.25
H 0.859 1.454 0.294 0.23
H 1.254 -0.189 -1.254 0.28
N -2.003 0.896 -1.308 -0.42
F 0.080 0.239 1.830 -0.27
```



What are the F_max values for these records? In order: 7.9; 2.9; 4.9; 2.6; 6.5; 7.2 eV Å⁻¹.